Entry P
Below is 2 unconnected molecules or ions with the total composition C9H14, with properties calculated with ωB97M-V/def2-TZVPD.

Results
* charge: 0
* SMILES: Cc1ccccc1.CC
* Kohn-Sham gap: 10.06 eV

Last column: natural (NBO) charge in e.
Positions of all 23 atoms, in Å:
C  -2.080  -3.009  -1.188  -0.631
C  -1.174  -1.808  -1.079  -0.002
C  -0.688  -1.405  0.167  -0.221
C  0.122  -0.286  0.264  -0.202
C  0.371  0.492  -0.854  -0.227
C  -0.073  0.077  -2.098  -0.196
C  -0.841  -1.080  -2.206  -0.223
H  -2.009  -3.675  -0.320  0.214
H  -1.873  -3.622  -2.070  0.217
H  -3.114  -2.669  -1.255  0.220
H  -0.836  -2.077  1.008  0.209
H  0.607  -0.018  1.196  0.210
H  0.950  1.395  -0.754  0.212
H  0.155  0.661  -2.979  0.211
H  -1.147  -1.405  -3.187  0.208
C  1.944  2.893  2.008  -0.605
C  1.845  2.974  3.520  -0.606
H  1.411  2.029  1.613  0.197
H  1.518  3.740  1.470  0.204
H  2.996  2.813  1.712  0.203
H  2.455  3.786  3.922  0.203
H  2.208  2.049  3.974  0.201
H  0.835  3.104  3.897  0.203

---

Entry Q
Below is 2 unconnected molecules or ions with the total composition C9H14, with properties calculated with ωB97M-V/def2-TZVPD.

Results
* charge: 0
* SMILES: Cc1ccccc1.CC
* Kohn-Sham gap: 9.99 eV

Last column: natural (NBO) charge in e.
Positions of all 23 atoms, in Å:
C  -0.163  1.019  3.276  -0.641
C  0.095  1.290  1.837  -0.005
C  1.327  1.806  1.443  -0.215
C  1.646  1.922  0.098  -0.204
C  0.684  1.649  -0.858  -0.223
C  -0.598  1.266  -0.479  -0.208
C  -0.886  1.062  0.862  -0.221
H  -1.179  0.693  3.520  0.216
H  0.063  1.831  3.974  0.220
H  0.430  0.181  3.640  0.221
H  2.027  2.041  2.241  0.209
H  2.618  2.249  -0.239  0.214
H  0.893  1.726  -1.915  0.212
H  -1.453  1.410  -1.135  0.216
H  -1.894  0.951  1.251  0.209
C  -0.613  -1.885  -2.256  -0.606
C  -0.340  -3.377  -2.097  -0.605
H  -1.224  -1.661  -3.125  0.200
H  -1.046  -1.472  -1.352  0.207
H  0.332  -1.376  -2.435  0.202
H  0.050  -3.760  -3.046  0.198
H  -1.214  -3.980  -1.841  0.201
H  0.445  -3.586  -1.363  0.202

---

Entry R
Below is 2 unconnected molecules or ions with the total composition C9H14, with properties calculated with ωB97M-V/def2-TZVPD.

Results
* charge: 0
* SMILES: Cc1ccccc1.CC
* Kohn-Sham gap: 10.09 eV

Last column: natural (NBO) charge in e.
Positions of all 23 atoms, in Å:
C  -0.693  1.362  -1.912  -0.632
C  0.555  0.847  -1.245  -0.003
C  0.588  -0.433  -0.702  -0.228
C  1.727  -0.932  -0.084  -0.194
C  2.858  -0.137  0.002  -0.225
C  2.847  1.150  -0.534  -0.202
C  1.707  1.637  -1.155  -0.219
H  -1.271  0.521  -2.296  0.215
H  -0.444  1.980  -2.776  0.217
H  -1.288  1.968  -1.229  0.221
H  -0.311  -1.026  -0.825  0.208
H  1.746  -1.925  0.334  0.211
H  3.743  -0.518  0.479  0.211
H  3.757  1.735  -0.501  0.212
H  1.717  2.636  -1.574  0.208
C  -1.829  -0.561  2.202  -0.606
C  -2.487  -1.646  1.344  -0.604
H  -1.132  -1.000  2.910  0.203
H  -1.251  0.103  1.558  0.207
H  -2.596  0.021  2.707  0.202
H  -1.749  -2.264  0.826  0.197
H  -3.116  -2.312  1.933  0.203
H  -3.079  -1.206  0.538  0.199

---

Entry S
Below is 2 unconnected molecules or ions with the total composition C9H14, with properties calculated with ωB97M-V/def2-TZVPD.

Results
* charge: 0
* SMILES: Cc1ccccc1.CC
* Kohn-Sham gap: 10.05 eV

Last column: natural (NBO) charge in e.
Positions of all 23 atoms, in Å:
C  -2.750  -2.483  -1.540  -0.662
C  -1.660  -1.732  -0.878  -0.031
C  -1.303  -0.513  -1.487  -0.208
C  -0.317  0.282  -0.933  -0.203
C  0.418  -0.193  0.163  -0.234
C  0.207  -1.481  0.572  -0.197
C  -0.901  -2.219  0.177  -0.210
H  -3.179  -1.904  -2.366  0.220
H  -3.816  -2.564  -1.244  0.238
H  -2.370  -3.466  -1.930  0.223
H  -1.947  -0.091  -2.251  0.208
H  -0.021  1.205  -1.421  0.211
H  1.314  0.330  0.558  0.219
H  0.971  -1.903  1.229  0.207
H  -1.064  -3.152  0.681  0.214
C  2.474  2.013  1.751  -0.615
C  1.643  2.946  0.850  -0.608
H  2.615  2.623  2.658  0.203
H  1.884  1.152  2.080  0.203
H  3.475  1.768  1.387  0.207
H  2.119  3.927  0.846  0.209
H  1.590  2.511  -0.144  0.195
H  0.621  2.942  1.242  0.210

---

Most stable to least stable: entry R, entry P, entry Q, entry S

---

Entry P
Below is 2 unconnected molecules or ions with the total composition C9H14, with properties calculated with ωB97M-V/def2-TZVPD.

Results
* charge: 0
* SMILES: Cc1ccccc1.CC
* Kohn-Sham gap: 9.90 eV

Last column: natural (NBO) charge in e.
Positions of all 23 atoms, in Å:
C  2.886  -0.861  1.507  -0.632
C  1.608  -0.113  1.167  -0.005
C  0.396  -0.708  0.780  -0.232
C  -0.755  0.041  0.654  -0.206
C  -0.669  1.427  0.647  -0.209
C  0.450  1.999  1.198  -0.217
C  1.589  1.271  1.487  -0.212
H  2.715  -1.920  1.231  0.210
H  3.151  -0.753  2.571  0.224
H  3.734  -0.519  0.900  0.220
H  0.518  -1.756  0.506  0.212
H  -1.731  -0.359  0.362  0.212
H  -1.497  2.049  0.260  0.216
H  0.582  3.080  1.289  0.209
H  2.444  1.757  1.945  0.208
C  -3.047  -1.304  -2.594  -0.643
C  -1.792  -0.887  -3.406  -0.622
H  -3.890  -0.888  -3.109  0.227
H  -2.778  -2.344  -2.367  0.220
H  -2.887  -1.008  -1.550  0.203
H  -1.904  -0.015  -4.048  0.207
H  -1.414  -1.834  -3.843  0.203
H  -0.932  -0.544  -2.841  0.207

---

Entry Q
Below is 2 unconnected molecules or ions with the total composition C9H14, with properties calculated with ωB97M-V/def2-TZVPD.

Results
* charge: 0
* SMILES: Cc1ccccc1.CC
* Kohn-Sham gap: 10.10 eV

Last column: natural (NBO) charge in e.
Positions of all 23 atoms, in Å:
C  1.809  -0.469  3.109  -0.635
C  1.565  0.172  1.770  -0.021
C  0.283  0.316  1.256  -0.213
C  0.029  0.711  -0.051  -0.199
C  1.100  1.069  -0.846  -0.229
C  2.394  0.951  -0.358  -0.203
C  2.630  0.502  0.937  -0.209
H  2.462  -1.327  3.011  0.223
H  0.882  -0.850  3.569  0.213
H  2.089  0.255  3.873  0.223
H  -0.532  -0.065  1.861  0.203
H  -1.006  0.851  -0.314  0.212
H  1.029  1.396  -1.877  0.213
H  3.270  1.073  -0.979  0.210
H  3.663  0.422  1.266  0.208
C  -2.948  0.071  -2.017  -0.604
C  -2.415  -1.349  -2.041  -0.613
H  -4.035  0.086  -2.072  0.204
H  -2.699  0.586  -1.091  0.191
H  -2.611  0.777  -2.786  0.204
H  -1.328  -1.398  -2.080  0.212
H  -2.765  -1.887  -2.922  0.203
H  -2.867  -1.893  -1.217  0.206

---

Entry R
Below is 2 unconnected molecules or ions with the total composition C9H14, with properties calculated with ωB97M-V/def2-TZVPD.

Results
* charge: 0
* SMILES: Cc1ccccc1.CC
* Kohn-Sham gap: 10.09 eV

Last column: natural (NBO) charge in e.
Positions of all 23 atoms, in Å:
C  -1.107  1.498  -1.886  -0.632
C  -1.256  0.245  -1.057  0.000
C  -1.279  0.286  0.329  -0.226
C  -1.454  -0.876  1.074  -0.201
C  -1.650  -2.097  0.456  -0.228
C  -1.662  -2.136  -0.934  -0.199
C  -1.455  -0.988  -1.682  -0.223
H  -0.860  1.270  -2.920  0.215
H  -0.381  2.185  -1.464  0.218
H  -2.084  1.987  -1.892  0.221
H  -1.166  1.239  0.834  0.210
H  -1.325  -0.810  2.147  0.211
H  -1.744  -3.016  1.016  0.215
H  -1.819  -3.068  -1.464  0.210
H  -1.379  -1.066  -2.759  0.207
C  2.216  1.265  0.967  -0.609
C  2.915  0.050  1.606  -0.607
H  1.470  1.025  0.220  0.208
H  1.779  1.926  1.713  0.199
H  3.001  1.875  0.507  0.199
H  2.325  -0.373  2.410  0.202
H  3.923  0.328  1.907  0.204
H  2.990  -0.748  0.873  0.204

---

Entry S
Below is 2 unconnected molecules or ions with the total composition C9H14, with properties calculated with ωB97M-V/def2-TZVPD.

Results
* charge: 0
* SMILES: Cc1ccccc1.CC
* Kohn-Sham gap: 9.94 eV

Last column: natural (NBO) charge in e.
Positions of all 23 atoms, in Å:
C  -1.741  0.926  -1.809  -0.627
C  -0.397  0.336  -1.448  -0.025
C  0.812  0.963  -1.660  -0.214
C  2.007  0.505  -1.086  -0.199
C  1.925  -0.779  -0.537  -0.217
C  0.730  -1.465  -0.314  -0.223
C  -0.454  -0.874  -0.733  -0.209
H  -2.292  0.109  -2.271  0.220
H  -1.621  1.834  -2.409  0.214
H  -2.244  1.317  -0.919  0.221
H  0.836  1.837  -2.303  0.207
H  2.948  1.029  -1.093  0.219
H  2.891  -1.243  -0.350  0.206
H  0.818  -2.466  0.086  0.218
H  -1.343  -1.478  -0.613  0.212
C  -0.325  0.201  2.681  -0.610
C  -1.599  -0.144  3.502  -0.614
H  0.517  0.331  3.357  0.198
H  -0.088  -0.450  1.840  0.219
H  -0.524  1.162  2.194  0.197
H  -1.889  0.561  4.278  0.204
H  -2.338  -0.195  2.699  0.203
H  -1.483  -1.032  4.137  0.201

---

Most stable to least stable: entry R, entry Q, entry S, entry P

---

Entry P
Below is 2 unconnected molecules or ions with the total composition C9H14, with properties calculated with ωB97M-V/def2-TZVPD.

Results
* charge: 0
* SMILES: Cc1ccccc1.CC
* Kohn-Sham gap: 10.19 eV

Last column: natural (NBO) charge in e.
Positions of all 23 atoms, in Å:
C  1.711  -2.024  0.309  -0.648
C  1.213  -0.668  0.625  -0.051
C  0.558  -0.435  1.811  -0.184
C  -0.055  0.817  2.189  -0.217
C  0.199  1.835  1.270  -0.215
C  0.876  1.727  0.064  -0.227
C  1.389  0.437  -0.238  -0.193
H  2.278  -1.670  -0.547  0.223
H  0.959  -2.781  0.093  0.223
H  2.249  -2.640  1.022  0.229
H  0.640  -1.219  2.583  0.203
H  -0.593  0.836  3.166  0.232
H  -0.247  2.853  1.445  0.207
H  0.926  2.548  -0.545  0.218
H  1.754  0.309  -1.279  0.210
C  -1.843  0.198  -2.153  -0.629
C  -1.627  -0.257  -0.722  -0.621
H  -0.915  0.018  -2.822  0.198
H  -2.516  -0.253  -2.958  0.209
H  -2.281  1.240  -2.173  0.204
H  -0.912  0.448  -0.328  0.228
H  -2.556  -0.115  -0.224  0.201
H  -1.206  -1.202  -0.588  0.201

---

Entry Q
Below is 2 unconnected molecules or ions with the total composition C9H14, with properties calculated with ωB97M-V/def2-TZVPD.

Results
* charge: 0
* SMILES: Cc1ccccc1.CC
* Kohn-Sham gap: 9.94 eV

Last column: natural (NBO) charge in e.
Positions of all 23 atoms, in Å:
C  2.003  1.463  1.519  -0.645
C  0.579  1.085  1.210  -0.007
C  -0.451  1.625  1.973  -0.218
C  -1.789  1.253  1.808  -0.200
C  -2.096  0.501  0.688  -0.226
C  -1.092  -0.006  -0.128  -0.210
C  0.238  0.330  0.062  -0.214
H  2.151  2.507  1.252  0.230
H  2.708  0.682  1.258  0.224
H  2.110  1.524  2.616  0.214
H  -0.169  2.311  2.765  0.202
H  -2.527  1.429  2.576  0.217
H  -3.111  0.340  0.347  0.212
H  -1.366  -0.711  -0.904  0.211
H  1.104  -0.114  -0.407  0.209
C  1.115  -1.830  -2.726  -0.623
C  0.482  -3.217  -3.000  -0.625
H  1.840  -1.552  -3.492  0.208
H  0.437  -1.000  -2.976  0.207
H  1.515  -1.745  -1.726  0.204
H  -0.606  -3.173  -3.013  0.211
H  1.019  -3.672  -3.820  0.214
H  0.605  -3.803  -2.083  0.205

---

Entry R
Below is 2 unconnected molecules or ions with the total composition C9H14, with properties calculated with ωB97M-V/def2-TZVPD.

Results
* charge: 0
* SMILES: Cc1ccccc1.CC
* Kohn-Sham gap: 10.03 eV

Last column: natural (NBO) charge in e.
Positions of all 23 atoms, in Å:
C  1.551  0.105  -2.301  -0.624
C  0.488  0.843  -1.551  -0.024
C  -0.239  0.257  -0.491  -0.220
C  -0.999  0.935  0.417  -0.210
C  -0.934  2.352  0.398  -0.220
C  -0.311  2.965  -0.662  -0.222
C  0.392  2.233  -1.646  -0.196
H  2.567  0.517  -2.209  0.224
H  1.327  0.032  -3.289  0.216
H  1.653  -0.955  -1.949  0.211
H  -0.379  -0.765  -0.606  0.202
H  -1.755  0.474  1.128  0.222
H  -1.534  2.875  1.178  0.214
H  -0.326  4.057  -0.756  0.212
H  0.776  2.918  -2.493  0.214
C  -0.773  -2.706  1.313  -0.617
C  0.159  -2.070  2.388  -0.633
H  -0.283  -2.784  0.366  0.209
H  -1.254  -3.617  1.663  0.213
H  -1.693  -2.097  1.044  0.200
H  -0.099  -1.955  3.438  0.214
H  0.468  -1.062  2.149  0.213
H  1.198  -2.553  2.471  0.203

---

Most stable to least stable: entry Q, entry R, entry P

---

Entry P
Below is 2 unconnected molecules or ions with the total composition C9H14, with properties calculated with ωB97M-V/def2-TZVPD.

Results
* charge: 0
* SMILES: Cc1ccccc1.CC
* Kohn-Sham gap: 10.08 eV

Last column: natural (NBO) charge in e.
Positions of all 23 atoms, in Å:
C  1.355  2.277  2.724  -0.628
C  1.399  1.497  1.435  -0.036
C  0.418  1.666  0.465  -0.211
C  0.470  0.948  -0.722  -0.207
C  1.501  0.050  -0.958  -0.233
C  2.483  -0.126  0.007  -0.208
C  2.429  0.593  1.191  -0.171
H  1.454  1.607  3.581  0.218
H  0.398  2.792  2.823  0.214
H  2.156  3.013  2.784  0.220
H  -0.398  2.356  0.634  0.207
H  -0.298  1.075  -1.474  0.212
H  1.521  -0.499  -1.892  0.214
H  3.291  -0.825  -0.165  0.209
H  3.197  0.450  1.941  0.199
C  -2.109  -1.765  -1.938  -0.605
C  -3.226  -2.459  -1.158  -0.601
H  -1.725  -2.414  -2.722  0.200
H  -2.476  -0.842  -2.392  0.199
H  -1.291  -1.508  -1.266  0.207
H  -3.619  -1.787  -0.398  0.201
H  -2.877  -3.374  -0.681  0.202
H  -4.052  -2.725  -1.818  0.199

---

Entry Q
Below is 2 unconnected molecules or ions with the total composition C9H14, with properties calculated with ωB97M-V/def2-TZVPD.

Results
* charge: 0
* SMILES: Cc1ccccc1.CC
* Kohn-Sham gap: 10.01 eV

Last column: natural (NBO) charge in e.
Positions of all 23 atoms, in Å:
C  -1.091  -2.466  0.986  -0.645
C  -1.448  -1.199  0.289  0.000
C  -2.298  -0.241  0.833  -0.224
C  -2.543  0.954  0.180  -0.199
C  -1.958  1.275  -1.041  -0.225
C  -1.109  0.323  -1.586  -0.205
C  -0.874  -0.882  -0.950  -0.221
H  -0.190  -2.939  0.584  0.224
H  -1.736  -3.336  0.772  0.223
H  -1.150  -2.295  2.043  0.223
H  -2.766  -0.411  1.797  0.207
H  -3.063  1.739  0.705  0.209
H  -2.071  2.272  -1.442  0.217
H  -0.609  0.475  -2.538  0.211
H  -0.321  -1.681  -1.433  0.206
C  3.080  1.287  -0.605  -0.616
C  2.713  0.757  0.797  -0.617
H  2.461  1.004  -1.449  0.209
H  3.159  2.367  -0.478  0.204
H  4.129  1.096  -0.862  0.201
H  3.188  -0.153  1.160  0.204
H  1.666  0.472  0.756  0.211
H  2.832  1.581  1.482  0.204

---

Entry R
Below is 2 unconnected molecules or ions with the total composition C9H14, with properties calculated with ωB97M-V/def2-TZVPD.

Results
* charge: 0
* SMILES: Cc1ccccc1.CC
* Kohn-Sham gap: 10.06 eV

Last column: natural (NBO) charge in e.
Positions of all 23 atoms, in Å:
C  2.383  0.052  -0.765  -0.630
C  0.896  -0.075  -0.982  -0.020
C  0.118  1.083  -0.964  -0.206
C  -1.207  1.004  -1.321  -0.209
C  -1.787  -0.244  -1.526  -0.223
C  -1.031  -1.396  -1.523  -0.206
C  0.314  -1.295  -1.240  -0.209
H  2.689  1.094  -0.813  0.212
H  2.926  -0.453  -1.555  0.219
H  2.729  -0.287  0.224  0.220
H  0.608  2.017  -0.718  0.208
H  -1.801  1.908  -1.451  0.214
H  -2.830  -0.336  -1.797  0.210
H  -1.490  -2.343  -1.766  0.214
H  0.981  -2.159  -1.276  0.207
C  -0.439  0.534  3.909  -0.607
C  0.197  0.216  2.559  -0.610
H  0.214  1.183  4.492  0.201
H  -1.379  1.065  3.756  0.203
H  -0.623  -0.376  4.465  0.204
H  -0.554  -0.018  1.818  0.211
H  0.770  1.040  2.102  0.198
H  0.941  -0.576  2.626  0.200

---

Most stable to least stable: entry P, entry R, entry Q